Computed, not measured: a gas-phase ion, C2H7N2 (charge +1), with wB97M-V/def2-TZVPD.

Atoms and positions in Å:
H  -0.417  2.245  -0.449
C  0.541  1.789  -0.146
H  1.219  -0.098  0.893
H  -0.712  -2.231  -0.913
H  0.829  2.336  0.793
C  -0.506  -0.435  -0.080
N  0.496  0.356  0.317
H  -1.331  0.122  -0.557
H  -0.606  -2.283  0.769
H  1.181  1.636  -1.027
N  -0.550  -1.764  -0.054

Computed properties:
SMILES   CNC=[NH2+]
Net charge   +1
LUMO energy   -4.9 eV
ΔE to the lowest compared entry with this formula, charge and spin   1.449 eV

Computed, not measured: a gas-phase ion, C2H7N2 (charge +1), with wB97M-V/def2-TZVPD.

Atoms and positions in Å:
H  1.162  -1.535  -0.705
H  -1.282  -1.512  -0.835
C  -0.109  0.150  -0.093
H  0.718  1.779  0.803
H  -0.927  2.065  0.348
N  -1.361  -0.577  -0.422
H  2.026  0.093  0.096
H  -2.147  -0.086  -0.684
H  0.987  -1.103  1.002
C  1.110  -0.656  0.071
N  -0.177  1.380  0.419

Computed properties:
SMILES   CC(N)=[NH2+]
Net charge   +1
LUMO energy   -4.5 eV
ΔE to the lowest compared entry with this formula, charge and spin   0.638 eV

Computed, not measured: a gas-phase ion, C2H7N2O (charge +1), with wB97M-V/def2-TZVPD.

Atoms and positions in Å:
N  0.088  -1.186  -0.057
H  0.771  -1.909  0.121
H  1.965  0.730  -0.969
H  -0.876  -1.479  0.042
N  -1.987  0.039  0.185
H  -2.784  0.674  0.135
O  -0.842  0.864  0.051
C  1.578  0.682  0.079
C  0.271  0.122  0.043
H  1.465  1.673  0.402
H  2.361  0.303  0.679
H  -2.011  -0.513  -0.712

Computed properties:
SMILES   CC(=[NH2+])ON
Net charge   +1
LUMO energy   -4.3 eV
ΔE to the lowest compared entry with this formula, charge and spin   2.553 eV

Computed, not measured: 2 unconnected molecules or ions with the total composition C2H7N2O, with wB97M-V/def2-TZVPD.

Atoms and positions in Å:
H  -1.590  -0.618  -0.285
N  -0.736  -0.817  0.286
H  -1.411  -1.228  1.954
C  -0.832  -0.490  1.635
C  1.280  0.296  -1.603
H  0.163  -0.662  2.156
H  1.643  1.198  -2.077
H  1.812  -0.412  -1.011
H  0.598  -0.148  -2.289
O  0.010  1.704  -0.053
H  -1.323  0.434  1.912
N  0.386  0.743  -0.624

Computed properties:
Net charge   +1
LUMO energy (spin up / spin down)   -6.5 / -6.7 eV
ΔE to the lowest compared entry with this formula, charge and spin   7.558 eV